This record from OMol25 describes a cluster of 2 separate species, C7H12O2S2 in total. The level of theory is ωB97M-V/def2-TZVPD.

```
! wB97M-V def2-TZVPD RIJCOSX def2/J DEFGRID3
* xyz 0 1
C 1.920 0.244 0.264
C -0.271 0.046 -1.030
C 3.635 -1.508 0.632
C -3.716 1.124 0.143
C 2.232 -0.976 1.011
C -1.349 0.981 -0.630
C -2.430 0.349 0.181
O 3.879 1.833 0.308
O -1.576 -1.606 -2.452
S 2.543 1.565 -0.327
S -0.199 -1.237 -2.043
H 4.197 -0.676 0.677
H 3.698 -2.004 -0.314
H 3.878 -2.386 1.316
H -4.262 1.062 -0.946
H -3.534 2.144 0.285
H -4.610 0.891 0.875
H 2.105 -0.801 2.088
H 1.476 -1.852 0.756
H -1.832 1.216 -1.495
H -0.950 1.980 -0.312
H -2.156 0.264 1.229
H -2.676 -0.654 -0.215
*
```

Its molar mass is 192.305 g mol⁻¹. The value obtained for the relative energy (zero: lowest compared OMol25 entry of this formula, charge and spin) is 620.5 kJ/mol. The calculation puts the LUMO energy (alpha / beta) at -1.64 / -1.64 eV. The strongest force on any atom comes out at 0.0868 hartree/bohr.

---

This record from OMol25 describes a structure of composition C10H9N4O4RuS. The level of theory is ωB97M-V/def2-TZVPD.

```
! wB97M-V def2-TZVPD RIJCOSX def2/J DEFGRID3
* xyz 0 2
Ru 0.152 -1.861 -0.483
C -1.795 2.030 0.229
C -0.812 0.945 -0.052
N -1.147 -0.280 -0.252
N -2.520 -0.522 -0.202
C -2.800 -1.742 0.116
N -4.095 -2.096 0.271
S -1.594 -2.998 0.400
C 0.640 1.220 0.044
C 1.187 1.598 1.193
C 2.613 1.383 1.455
C 3.163 0.165 1.439
C 2.486 -1.151 1.341
N 1.477 -1.560 0.711
H -2.651 1.932 -0.434
H -1.321 2.999 0.104
H -2.171 1.938 1.251
H -4.801 -1.446 -0.032
H -4.329 -3.072 0.298
H 0.542 1.948 1.991
H 3.237 2.226 1.729
H 4.215 0.080 1.690
H 2.952 -1.902 1.990
O 0.066 1.397 -2.653
C 0.915 0.679 -2.228
O 1.452 0.796 -0.970
C 1.526 -0.571 -2.877
O 2.057 -0.525 -3.955
O 1.356 -1.607 -2.114
*
```

Its molar mass is 382.343 g mol⁻¹. The value obtained for the relative energy (zero: lowest compared OMol25 entry of this formula, charge and spin) is 0.0 kJ/mol. The calculation puts the LUMO energy (alpha / beta) at -0.67 / -1.01 eV. The strongest force on any atom comes out at 0.0054 hartree/bohr.

---

This record from OMol25 describes a structure of composition C28H19Cl3CuN3O2. The level of theory is ωB97M-V/def2-TZVPD.

```
! wB97M-V def2-TZVPD RIJCOSX def2/J DEFGRID3
* xyz -1 2
Cu 1.074 1.209 -0.206
C 5.156 1.700 -3.857
C 5.829 1.918 -2.662
C 5.165 1.810 -1.452
C 3.812 1.473 -1.442
C 3.135 1.245 -2.637
C 3.808 1.367 -3.841
N 3.063 1.338 -0.244
N 3.712 1.592 0.828
C 2.912 1.506 1.957
C 3.523 1.355 3.208
C 2.717 1.235 4.316
C 1.328 1.266 4.157
C 0.810 1.424 2.891
N 1.584 1.567 1.809
H 5.681 1.792 -4.799
H 6.881 2.179 -2.674
H 5.672 1.988 -0.516
H 2.082 0.994 -2.610
H 3.275 1.203 -4.768
H 4.602 1.316 3.265
H 3.154 1.106 5.298
H 0.662 1.173 5.004
H -0.257 1.439 2.707
C -0.337 -0.070 -0.031
C -1.215 -0.912 0.147
C -2.242 -1.830 0.340
C -2.478 -2.340 1.688
C -1.438 -2.322 2.634
C -1.639 -2.763 3.929
C -2.886 -3.228 4.332
C -3.931 -3.232 3.417
C -3.733 -2.796 2.117
C -3.053 -2.220 -0.814
C -3.696 -3.463 -0.898
C -4.431 -3.813 -2.019
C -4.541 -2.936 -3.089
C -3.891 -1.708 -3.030
C -3.153 -1.355 -1.915
H -0.469 -1.952 2.323
H -0.814 -2.745 4.632
H -3.043 -3.572 5.346
H -4.915 -3.568 3.721
H -4.570 -2.776 1.432
H -3.594 -4.173 -0.088
H -4.910 -4.784 -2.062
H -5.117 -3.210 -3.965
H -3.956 -1.018 -3.862
H -2.634 -0.405 -1.880
Cl 0.843 5.604 -2.514
C -0.568 4.530 -2.357
Cl -1.437 4.931 -0.854
Cl -1.648 4.812 -3.729
C -0.088 3.019 -2.268
O -0.567 2.230 -3.060
O 0.766 2.868 -1.355
*
```

Its molar mass is 599.384 g mol⁻¹. The value obtained for the relative energy (zero: lowest compared OMol25 entry of this formula, charge and spin) is 0.1 kJ/mol. The calculation puts the LUMO energy (alpha / beta) at 1.36 / 1.38 eV. The strongest force on any atom comes out at 0.0233 hartree/bohr.

---

This record from OMol25 describes the molecule C3H3F2NS. The level of theory is ωB97M-V/def2-TZVPD.

```
! wB97M-V def2-TZVPD RIJCOSX def2/J DEFGRID3
* xyz 0 1
F -0.584 -1.634 -0.979
C -0.337 -0.847 0.060
F -0.728 -1.516 1.164
C -0.845 0.611 -0.048
N 0.540 1.011 0.165
C 1.094 -0.224 0.110
S 2.576 -0.882 0.074
H -1.220 0.695 -1.107
H -1.557 0.967 0.714
H 1.061 1.819 -0.154
*
```

Its molar mass is 123.127 g mol⁻¹. The value obtained for the relative energy (zero: lowest compared OMol25 entry of this formula, charge and spin) is 7.2 kJ/mol. The calculation puts the LUMO energy at 0.24 eV. The SMILES is FC1(F)CNC1=S. The strongest force on any atom comes out at 0.0300 hartree/bohr.

---

This record from OMol25 describes a structure of composition C13H18NO3V. The level of theory is ωB97M-V/def2-TZVPD.

```
! wB97M-V def2-TZVPD RIJCOSX def2/J DEFGRID3
* xyz 1 4
V 0.673 0.321 0.700
C -1.519 0.583 -1.657
O -1.317 0.500 -0.244
C -2.184 -0.357 0.495
C -1.434 -1.001 1.696
O -0.494 -0.120 2.343
C -0.965 1.021 3.074
C -0.946 2.275 2.241
O 0.391 2.262 1.685
C 1.081 3.495 1.447
H -1.669 -0.372 -2.142
H -0.590 0.957 -2.104
H -2.363 1.261 -1.791
H -2.560 -1.103 -0.254
H -3.064 0.191 0.799
H -0.847 -1.822 1.318
H -2.253 -1.316 2.367
H -0.281 1.197 3.871
H -1.999 0.774 3.451
H -1.150 3.227 2.762
H -1.710 2.177 1.463
H 0.937 4.157 2.345
H 0.739 3.841 0.465
H 2.177 3.247 1.353
N 2.863 -3.383 -5.128
C 2.459 -2.909 -4.173
C 1.976 -2.359 -2.893
C 2.486 -1.163 -2.428
C 2.002 -0.716 -1.193
C 1.192 -1.388 -0.371
C 0.804 -2.619 -0.803
C 1.025 -3.077 -2.120
H 3.259 -0.701 -3.040
H 2.488 0.236 -0.821
H 0.134 -3.280 -0.269
H 0.657 -4.037 -2.446
*
```

Its molar mass is 287.235 g mol⁻¹. The value obtained for the relative energy (zero: lowest compared OMol25 entry of this formula, charge and spin) is 23.2 kJ/mol. The calculation puts the LUMO energy (alpha / beta) at -3.21 / -3.42 eV. The strongest force on any atom comes out at 0.0769 hartree/bohr.

---

This record from OMol25 describes a structure of composition C53H40ILaN5O5S. The level of theory is ωB97M-V/def2-TZVPD.

```
! wB97M-V def2-TZVPD RIJCOSX def2/J DEFGRID3
* xyz -2 2
La 0.018 0.050 0.387
C 2.923 -6.333 7.452
O 3.550 -5.364 6.652
C 2.765 -4.746 5.705
C 3.403 -3.814 4.893
C 2.692 -3.141 3.919
C 1.325 -3.369 3.723
C 0.713 -4.316 4.537
C 1.415 -5.000 5.525
C 0.588 -2.638 2.665
C -0.482 -1.822 3.034
C -1.008 -1.665 4.379
C -2.012 -0.763 4.312
C -2.105 -0.321 2.932
N -1.177 -1.003 2.187
C -2.910 0.731 2.496
C -2.957 1.301 1.188
C -3.885 2.291 0.747
C -3.639 2.501 -0.590
C -2.575 1.625 -0.958
C -2.143 1.367 -2.290
C -2.657 2.294 -3.334
C -2.161 3.600 -3.403
C -2.591 4.480 -4.378
C -3.540 4.078 -5.313
O -3.900 5.016 -6.252
C -4.766 4.586 -7.270
C -4.066 2.798 -5.248
C -3.627 1.924 -4.257
C -1.370 0.277 -2.703
N -0.689 -0.588 -1.890
C -0.199 -1.598 -2.675
C 0.507 -2.718 -2.234
C 0.841 -3.766 -3.230
C 0.347 -5.061 -3.071
C 0.606 -6.068 -3.991
C 1.383 -5.794 -5.107
O 1.699 -6.718 -6.079
C 1.094 -7.980 -5.963
C 1.903 -4.519 -5.280
C 1.639 -3.526 -4.353
C 0.881 -2.997 -0.878
C 1.760 -4.040 -0.467
C 1.834 -3.983 0.907
C 0.993 -2.909 1.318
N 0.453 -2.310 0.218
C -0.580 -1.348 -4.055
C -1.253 -0.177 -4.077
N -2.170 0.926 0.138
C -3.789 1.367 3.511
C -3.566 2.685 3.922
C -4.364 3.277 4.882
C -5.411 2.567 5.460
O -6.150 3.237 6.411
C -7.191 2.518 7.019
C -5.654 1.261 5.065
C -4.845 0.677 4.093
H 3.690 -6.720 8.121
H 2.523 -7.157 6.852
H 2.111 -5.906 8.050
H 4.459 -3.630 5.047
H 3.192 -2.415 3.289
H -0.338 -4.533 4.388
H 0.896 -5.732 6.130
H -0.638 -2.166 5.258
H -2.607 -0.389 5.130
H -4.639 2.767 1.354
H -4.167 3.162 -1.261
H -1.409 3.908 -2.686
H -2.195 5.486 -4.442
H -4.854 5.417 -7.968
H -5.760 4.337 -6.881
H -4.369 3.715 -7.801
H -4.818 2.465 -5.952
H -4.055 0.931 -4.199
H -0.267 -5.280 -2.207
H 0.188 -7.053 -3.826
H 1.413 -8.554 -6.831
H 0.001 -7.906 -5.959
H 1.413 -8.505 -5.056
H 2.524 -4.328 -6.148
H 2.072 -2.542 -4.485
H 2.272 -4.728 -1.122
H 2.388 -4.637 1.563
H -0.374 -1.989 -4.896
H -1.656 0.322 -4.943
H -2.732 3.228 3.494
H -4.183 4.295 5.208
H -7.643 3.188 7.749
H -6.821 1.626 7.537
H -7.951 2.211 6.293
H -6.463 0.683 5.491
H -5.042 -0.341 3.781
O 2.382 0.009 0.440
N 3.038 1.135 0.627
C 3.915 1.204 1.643
C 4.701 2.306 1.854
C 4.551 3.402 1.003
C 3.599 3.354 0.015
C 2.791 2.219 -0.184
S 1.532 2.142 -1.319
H 3.932 0.328 2.273
H 5.399 2.311 2.679
H 5.162 4.286 1.144
H 3.410 4.196 -0.635
I 0.525 2.086 2.679
*
```

Its molar mass is 1124.810 g mol⁻¹. The value obtained for the relative energy (zero: lowest compared OMol25 entry of this formula, charge and spin) is 0.0 kJ/mol. The calculation puts the LUMO energy (alpha / beta) at 3.70 / 3.70 eV. The strongest force on any atom comes out at 0.0279 hartree/bohr.

---

This record from OMol25 describes the molecule FH3P2. The level of theory is ωB97M-V/def2-TZVPD.

```
! wB97M-V def2-TZVPD RIJCOSX def2/J DEFGRID3
* xyz 0 1
F -2.525 -0.727 0.278
P -1.356 0.602 -0.112
P 0.439 -0.741 0.141
H -1.310 0.967 1.157
H 1.052 0.424 0.533
H 0.957 -0.542 -1.362
*
```

Its molar mass is 83.970 g mol⁻¹. The value obtained for the relative energy (zero: lowest compared OMol25 entry of this formula, charge and spin) is 42.8 kJ/mol. The calculation puts the LUMO energy at 0.23 eV. The SMILES is F[PH]#[PH2]. The strongest force on any atom comes out at 0.0873 hartree/bohr.

---

This record from OMol25 describes the molecule C2H6O. The level of theory is ωB97M-V/def2-TZVPD.

```
! wB97M-V def2-TZVPD RIJCOSX def2/J DEFGRID3
* xyz 0 1
C -0.289 -0.580 0.747
C -0.013 0.553 -0.228
O 1.159 0.284 -1.010
H -0.876 -1.404 0.314
H 0.630 -1.060 1.069
H -0.910 -0.184 1.556
H 0.216 1.421 0.366
H -0.875 0.687 -0.870
H 0.959 0.281 -1.945
*
```

Its molar mass is 46.069 g mol⁻¹. The value obtained for the relative energy (zero: lowest compared OMol25 entry of this formula, charge and spin) is 15.5 kJ/mol. The calculation puts the LUMO energy at 1.04 eV. The SMILES is CCO. The strongest force on any atom comes out at 0.0227 hartree/bohr.